Density functional theory data (the ωB97M-V functional and the def2-TZVPD basis) for a 2-piece molecular cluster, CH4FINP overall in a non-equilibrium geometry.

Values from the calculation:
Net charge: 0
Energy (Eh): -834.156315
Spin multiplicity: 1
Kohn-Sham gap (eV): 5.903

Structure (XYZ):
```
9
CH4FINP, DFT the ωB97M-V functional and the def2-TZVPD basis
C 0.93265 -0.52788 -0.20504
N 0.17963 0.32092 0.72793
F -0.60426 2.01189 -0.84445
P -0.85998 1.56904 0.68088
I -3.19077 -0.88733 -0.52292
H 1.08599 -0.13088 -1.14263
H 1.85555 -0.87791 0.09318
H 0.37734 -1.45545 -0.39774
H 0.22384 -0.02240 1.61080
```

Mulliken population analysis, charges in e, atoms 1 to 6:
1. C -0.77
2. N -0.06
3. F -0.20
4. P 0.36
5. I -0.58
6. H 0.32

***

Density functional theory data (the ωB97M-V functional and the def2-TZVPD basis) for one molecule with the formula CH4FINP in a non-equilibrium geometry.

Values from the calculation:
Net charge: 0
Energy (Eh): -834.162440
Spin multiplicity: 1
Kohn-Sham gap (eV): 9.243

Structure (XYZ):
```
9
CH4FINP, DFT the ωB97M-V functional and the def2-TZVPD basis
C -0.10634 -0.35945 1.22079
N -0.67309 0.40410 0.17081
P -0.20685 -0.50186 -1.73006
F -0.91338 0.63107 -2.58931
I 2.00081 0.26588 -2.02251
H 0.99836 -0.50617 1.23648
H -0.38849 0.20022 2.07291
H -0.69682 -1.30903 1.49384
H -0.01420 1.17525 0.14705
```

Mulliken population analysis, charges in e, atoms 1 to 6:
1. C -0.78
2. N -0.57
3. P 0.31
4. F -0.18
5. I -0.01
6. H 0.29

***

Density functional theory data (the ωB97M-V functional and the def2-TZVPD basis) for a 2-piece molecular cluster, CH4FN2O overall in a non-equilibrium geometry.

Values from the calculation:
Net charge: -1
Energy (Eh): -325.048416
Spin multiplicity: 1
Kohn-Sham gap (eV): 6.765

Structure (XYZ):
```
9
CH4FN2O, DFT the ωB97M-V functional and the def2-TZVPD basis
C -0.41740 0.18844 -0.24900
N -0.48711 -1.20261 -0.00837
N 0.24605 0.82245 0.85271
O 0.01682 2.11322 1.10483
F 0.75700 0.05766 -1.76985
H -1.24618 0.66813 -0.72611
H 0.26388 -1.43274 0.64289
H -0.33428 -1.73875 -0.86111
H 1.20123 0.52419 1.01400
```

Mulliken population analysis, charges in e, atoms 1 to 6:
1. C 0.14
2. N -0.56
3. N -0.13
4. O -0.77
5. F -0.72
6. H 0.32

***

Density functional theory data (the ωB97M-V functional and the def2-TZVPD basis) for a 2-piece molecular cluster, CH4FNO2 overall in a non-equilibrium geometry.

Values from the calculation:
Net charge: 0
Energy (Eh): -345.512478
Spin multiplicity: 1
Kohn-Sham gap (eV): 11.592

Structure (XYZ):
```
9
CH4FNO2, DFT the ωB97M-V functional and the def2-TZVPD basis
O 1.39521 0.26878 0.57062
C 0.88738 -1.02677 0.48722
N -0.24918 -1.04535 -0.07427
F -0.82632 -2.33880 -0.29567
H 0.88523 0.93919 0.21145
H 1.61511 -1.83218 0.75940
O -0.85937 1.77030 -0.61385
H -1.21406 0.90729 -0.75779
H -1.63400 2.35753 -0.28711
```

Mulliken population analysis, charges in e, atoms 1 to 6:
1. O -0.42
2. C 0.21
3. N -0.26
4. F -0.22
5. H 0.37
6. H 0.31

***

no.,highest occupied orbital energy (Ha),LUMO (eV)
1,-0.2893,-1.968
2,-0.3342,0.150
3,-0.0727,4.787
4,-0.3938,0.876